Entry 1:
C21H19N5OS2Ta | ωB97M-V/def2-TZVPD

XYZ file:
```
49
Properties=species:S:1:pos:R:3:forces:R:3
Ta 0.61641 -0.39507 -0.03590 0.1 0.0 -0.1
C 3.15638 0.02919 -1.70828 0.0 0.0 -0.1
N 2.56679 -0.92625 -0.77834 -0.1 -0.1 0.1
C 3.08454 -2.06411 -0.40708 -0.1 0.0 0.0
C 2.23220 -2.85175 0.38241 0.0 0.0 -0.1
C 2.31310 -4.10150 0.95538 0.0 0.0 0.0
C 1.04667 -4.37360 1.53333 0.0 0.0 0.0
C 0.25075 -3.29310 1.28367 0.0 0.0 0.0
N 0.94309 -2.31464 0.58070 0.0 0.0 0.0
C 1.94962 0.78150 -2.22388 0.0 0.0 0.0
C 0.82565 0.01852 -2.60369 0.0 -0.1 -0.1
C -0.28247 0.64048 -3.19277 0.0 0.0 0.0
C -0.29003 2.01410 -3.35292 0.0 0.0 0.0
C 0.79534 2.77177 -2.91582 0.0 0.0 0.0
C 1.91034 2.16443 -2.35033 0.0 0.0 0.0
H 3.68311 -0.48153 -2.51722 0.0 0.0 0.0
H 3.85982 0.69352 -1.20356 0.0 0.0 0.0
H 4.07658 -2.37802 -0.71974 0.0 0.0 0.0
H 3.17604 -4.75054 0.95116 0.0 0.0 0.0
H 0.75751 -5.27304 2.05163 0.0 0.0 0.0
H -0.78791 -3.16060 1.54185 0.0 0.0 0.0
H 0.90485 -1.06813 -2.66572 0.0 0.0 0.0
H -1.10720 0.03661 -3.55102 0.0 0.0 0.0
H -1.12427 2.50070 -3.84167 0.0 0.0 0.0
H 0.78658 3.84650 -3.04665 0.0 0.0 0.0
H 2.76350 2.76265 -2.05466 0.0 0.0 0.0
O -0.53659 1.24780 -0.21324 0.0 0.0 0.0
N -1.85367 1.28849 -0.50738 0.0 0.0 0.0
C -2.43431 2.49839 -0.62553 0.0 0.0 0.0
C -3.76400 2.57027 -0.95532 0.0 0.0 0.0
C -4.47803 1.39108 -1.16683 0.0 0.0 0.0
C -3.84753 0.16556 -1.03538 0.0 0.0 0.0
C -2.50281 0.12146 -0.69552 0.0 0.0 0.0
S -1.57888 -1.34979 -0.50721 0.1 0.1 0.0
H -1.78644 3.34413 -0.44783 0.0 0.0 0.0
H -4.23284 3.53948 -1.04808 0.0 0.0 0.0
H -5.52622 1.43100 -1.43255 0.0 0.0 0.0
H -4.37932 -0.76273 -1.19286 0.0 0.0 0.0
S 2.11421 0.96268 1.53216 0.0 0.1 0.0
C 0.88086 0.62261 2.64546 0.0 0.0 0.0
N 0.84287 1.02227 3.93359 0.0 0.0 0.0
C -0.16995 0.67328 4.75875 0.0 0.0 0.0
C -1.19476 -0.09916 4.27718 0.0 0.0 0.0
C -1.12744 -0.49214 2.94322 0.0 0.0 0.0
N -0.10947 -0.13940 2.16109 0.0 0.0 0.0
H 1.60475 1.59646 4.28776 0.0 0.0 0.0
H -0.11207 1.03478 5.77787 0.0 0.0 0.0
H -2.01656 -0.39305 4.91301 0.0 0.0 0.0
H -1.89876 -1.10155 2.48677 0.0 0.0 0.0
```
Positions in Å, forces in eV/Å.

Net charge = +3
Relative energy (zero: lowest compared OMol25 entry of this formula, charge and spin) = 0.0 kcal/mol
DFT total energy = -2013.175736 Eh
HOMO = -17.5 eV

Entry 2:
C8H14N2O | ωB97M-V/def2-TZVPD

XYZ file:
```
25
Properties=species:S:1:pos:R:3:forces:R:3
C 1.17575 1.12531 1.83687 2.8 -2.6 3.3
N 0.29713 1.78261 1.25307 -0.9 2.8 0.6
C 0.11587 3.21300 1.55420 -1.1 2.7 -2.1
C -0.53138 1.22736 0.15451 -2.7 -0.4 0.5
C -1.39687 0.05810 0.68004 0.9 0.8 0.7
C -1.38892 -1.17072 0.20033 -1.6 -0.8 0.0
C -0.79871 -1.80769 -0.99728 -1.1 -0.4 -1.3
N 0.42751 -1.27280 -1.54588 -1.2 2.4 -1.0
C 1.02391 -2.19345 -2.53928 0.4 -0.4 -1.5
C 0.85854 -0.03940 -1.49466 -3.3 -1.6 2.2
O 0.43137 1.03046 -0.81795 1.5 -1.8 -2.3
H 1.90555 1.58076 2.64456 -1.7 -0.6 -1.8
H 1.25267 -0.01609 1.75852 -0.1 1.8 -0.4
H -0.93613 3.49808 1.70262 0.0 -0.8 -0.3
H 0.43084 3.84673 0.67586 -0.3 -1.0 0.4
H 0.56589 3.76621 2.35836 1.1 -1.2 1.0
H -1.25263 2.00145 -0.30496 1.3 -0.7 1.2
H -2.02979 0.24028 1.60308 0.8 0.2 -1.4
H -2.20346 -1.79202 0.61056 0.7 0.0 0.0
H -0.51008 -2.86126 -0.90438 -0.8 0.1 0.7
H -1.61144 -1.78242 -1.83958 1.4 -0.1 1.3
H 0.34351 -3.00139 -3.07746 0.9 2.4 1.2
H 1.66848 -1.59624 -3.23396 -0.9 -0.8 0.3
H 1.67404 -2.73806 -1.92189 1.2 -1.3 0.5
H 1.67168 0.09243 -2.07532 2.7 1.4 -1.7
```
Positions in Å, forces in eV/Å.

Net charge = +2
Structure (SMILES) = C=[N+](C)[C@@H]1C=CC[N+](C)=CO1
Relative energy (zero: lowest compared OMol25 entry of this formula, charge and spin) = 35.7 kcal/mol
DFT total energy = -497.229363 Eh
HOMO = -18.2 eV

Entry 3:
C27H34Cl2N5O3V | ωB97M-V/def2-TZVPD

XYZ file:
```
72
Properties=species:S:1:pos:R:3:forces:R:3
O -1.67382 -0.37637 -0.71815 0.2 0.3 -0.1
C -2.64965 -1.31757 -1.06189 -0.3 -0.1 0.1
C -4.02124 -0.86908 -0.52963 0.2 -0.4 -0.2
C -4.15671 0.16051 0.39937 -0.1 -0.1 -0.1
H -3.25095 0.66709 0.75379 -0.4 -0.1 -0.2
C -5.43194 0.48586 0.88533 0.2 -0.3 -0.2
H -5.52834 1.31948 1.58130 -0.1 -0.3 -0.1
C -6.54196 -0.27303 0.49976 0.0 0.3 0.1
H -7.52655 -0.04759 0.91624 0.3 -0.1 -0.1
C -6.39892 -1.31637 -0.41879 0.2 0.0 -0.2
H -7.25593 -1.92523 -0.71387 0.2 0.3 0.1
C -5.14458 -1.58740 -0.96162 0.0 0.3 0.3
H -5.00291 -2.38530 -1.69495 -0.1 0.2 0.2
H -2.72689 -1.36914 -2.16648 -0.1 0.2 0.1
C -1.38617 -3.48850 -1.54509 0.6 -0.3 0.1
C -2.26483 -2.72921 -0.61720 -0.9 0.4 1.0
H -1.55150 -4.56794 -1.42223 0.1 0.3 -0.2
H -0.33164 -3.27901 -1.32397 -0.1 -0.1 -0.2
H -1.58588 -3.19768 -2.58155 0.0 -0.1 0.0
C -2.65325 -3.18040 0.58587 0.0 0.2 -0.6
C -2.08768 -4.37111 1.28083 -0.1 -0.5 0.1
H -3.44884 -2.66896 1.13773 0.5 0.2 -0.1
H -2.87935 -5.10795 1.48054 0.2 0.1 0.1
H -1.66931 -4.06467 2.24929 -0.1 0.0 -0.2
H -1.28890 -4.87175 0.72102 -0.2 0.2 0.1
V 0.00420 -0.07061 0.04136 -0.6 0.2 -1.2
Cl -0.66121 1.08023 1.87739 -0.2 0.3 0.7
Cl 0.50924 -2.01396 0.99373 0.3 -1.0 0.8
H -3.41663 4.37890 -1.48160 0.0 -0.2 0.1
H -1.56880 5.00748 0.09372 0.1 -0.2 0.0
C -3.29024 3.35598 -1.09456 0.0 0.2 -0.3
C -1.34942 3.95683 0.32184 -0.2 -0.2 0.2
N -1.89779 3.12459 -0.74291 0.5 -0.2 -0.6
H -3.59892 2.63769 -1.86240 0.0 0.1 0.2
C -1.13558 2.25801 -1.42499 0.4 -0.1 1.0
O 0.00582 1.87916 -1.05518 -1.0 0.6 -0.8
H -0.27471 3.78786 0.38785 -0.2 0.0 0.1
H -1.58421 1.87226 -2.35832 -0.1 0.0 0.4
H -3.93290 3.23408 -0.21024 0.3 -0.1 -0.3
H -1.82149 3.69243 1.27578 0.2 0.0 -0.2
H 3.34160 -1.20144 -4.08290 -0.2 -0.1 0.1
H 1.86345 0.16533 -5.68160 -0.2 -0.1 0.1
C 2.42911 -1.78292 -3.89415 0.0 -0.1 0.0
C 0.98109 -0.36011 -5.29336 -0.1 0.0 0.0
N 1.25629 -0.92620 -3.98429 -0.1 0.4 0.2
H 2.48807 -2.24594 -2.90720 -0.1 0.1 -0.2
C 0.60518 -0.49034 -2.89572 0.5 -0.6 1.1
O 0.89382 -0.87266 -1.73777 -0.1 0.6 -1.5
H 0.14861 0.34465 -5.21022 0.1 -0.1 -0.1
H -0.21141 0.22642 -3.08955 0.2 -0.3 0.1
H 2.35199 -2.55411 -4.66710 0.0 0.0 0.2
H 0.71334 -1.15808 -5.99545 0.0 0.2 0.1
N 8.10805 1.67161 6.92344 -1.7 -0.3 -1.7
C 7.29182 1.54211 6.09529 1.6 0.3 1.7
C 6.32556 1.41357 5.03891 -0.2 0.0 -0.4
C 5.36857 0.38888 5.05011 -0.4 0.0 -0.1
C 4.45850 0.26138 3.99422 0.7 0.3 0.0
C 4.61424 1.09207 2.87569 0.4 0.0 0.4
C 5.55015 2.13490 2.85751 0.0 -0.1 0.7
C 6.37096 2.32240 3.97003 0.0 -0.1 -0.3
N 3.83768 0.87937 1.72599 -0.7 -0.1 -1.0
C 4.18119 1.26607 0.42626 -0.8 -0.2 0.0
C 3.07320 1.04758 -0.35101 0.2 -0.2 1.4
N 2.06173 0.52308 0.45511 0.8 0.1 0.2
C 2.55152 0.40963 1.67889 0.5 0.7 -1.0
H 5.32900 -0.31642 5.88616 0.0 0.4 -0.3
H 3.67300 -0.49429 4.00016 0.4 0.1 0.0
H 5.60936 2.81012 2.00276 0.0 -0.2 0.3
H 7.06143 3.16994 3.99873 -0.2 -0.4 0.0
H 5.16544 1.62100 0.17201 -0.1 0.0 0.1
H 2.95383 1.23934 -1.40313 -0.2 -0.1 0.0
H 2.02400 0.05348 2.54505 -0.2 0.0 -0.1
```
Positions in Å, forces in eV/Å.

Expectation value of S² = 2.01
2S+1 = 3
Relative energy (zero: lowest compared OMol25 entry of this formula, charge and spin) = 0.0 kcal/mol
DFT total energy = -3413.281198 Eh
HOMO (spin up / spin down) = -7.5 / -7.8 eV

Entry 4:
C19H31BBrHfN4O6 | ωB97M-V/def2-TZVPD

XYZ file:
```
63
Properties=species:S:1:pos:R:3:forces:R:3
Hf 0.31355 0.44875 0.00460 -2.1 -0.3 -0.3
C -0.92809 -0.13142 -2.87928 -1.1 0.0 -0.9
C -0.31108 -1.45482 -2.47351 -1.2 -0.2 -1.2
O 0.25412 -1.32672 -1.17696 1.1 -1.1 -0.2
C 1.09005 -2.49604 -0.88840 -0.2 -0.6 0.3
C 2.35547 -2.07308 -0.14428 -0.6 0.8 0.3
O 2.06325 -0.77893 0.52409 0.5 -1.0 -0.5
C 3.27387 -0.00053 0.58959 0.5 0.4 1.2
C 3.35394 0.94175 -0.60656 1.1 0.6 0.3
O 2.04840 1.13838 -1.18418 0.6 -0.7 -0.5
C 2.02652 1.52166 -2.56766 0.2 0.1 -0.9
C 0.57926 1.77828 -2.95206 0.2 0.5 0.7
O -0.28947 0.92356 -2.16101 1.1 0.5 -1.1
H -1.99302 -0.07498 -2.63911 0.1 0.0 0.1
H -0.83609 0.03228 -3.98738 -0.1 -0.2 1.1
H 0.43417 -1.69546 -3.23372 0.3 -0.3 0.5
H -1.08182 -2.24451 -2.42088 0.4 0.3 -0.3
H 1.31546 -2.99141 -1.82896 0.3 0.2 -0.1
H 0.47375 -3.21368 -0.34251 0.1 0.3 0.3
H 3.23405 -1.86379 -0.76921 -0.5 -0.5 -0.2
H 2.59213 -2.78605 0.64354 0.1 -0.1 -0.1
H 4.09998 -0.71742 0.49777 0.0 0.5 0.6
H 3.30542 0.54523 1.57905 -0.1 -0.8 -1.2
H 4.05123 0.51412 -1.33105 -0.4 0.1 -0.4
H 3.79449 1.89416 -0.25478 -0.4 -0.2 -0.4
H 2.50114 0.75735 -3.20676 -0.2 0.0 0.5
H 2.56098 2.46042 -2.74513 0.2 -0.1 0.3
H 0.41358 1.72002 -4.02334 -0.1 -0.5 -0.1
H 0.31537 2.80885 -2.71301 -0.2 0.0 0.2
O 1.07752 1.18285 1.57172 0.4 1.5 2.7
O 0.11831 2.28245 1.38155 1.5 -0.4 -0.6
B 0.69657 4.66942 -1.39955 0.8 2.2 -0.9
C 0.22067 4.02853 -0.12024 1.0 -2.4 1.1
N 0.74403 2.89147 0.21345 -1.8 1.6 0.2
H -0.25547 5.08836 -2.00413 0.5 -0.3 -0.5
H -0.56532 4.50254 0.43123 -0.4 0.2 0.8
H 1.88318 4.97579 -1.57991 -1.2 -0.6 -0.1
C 1.14185 -3.59970 4.50604 -0.1 0.6 0.3
C 0.35861 -2.93808 3.39624 -2.1 0.0 -0.5
C -0.82457 -3.44982 2.76575 1.4 1.9 0.0
C -1.30324 -2.43115 1.88904 2.4 -1.0 1.1
N -0.46099 -1.37657 1.93023 0.8 0.7 0.0
N 0.52444 -1.67626 2.89461 -0.9 -0.8 -0.7
C -2.47224 -2.54690 0.99880 -1.0 -0.4 0.0
H 0.46238 -3.85969 5.34273 0.3 0.4 -0.4
H 1.98544 -2.98739 4.89101 -0.6 -0.3 -0.3
H 1.52472 -4.56061 4.18339 0.2 -0.1 -0.3
H -1.27392 -4.40172 2.93792 -0.1 -0.4 0.1
H 1.08597 -0.91714 3.28927 -0.3 -0.5 -0.3
H -2.59852 -3.61645 0.69543 0.0 1.0 0.1
H -2.44036 -1.88424 0.12132 0.1 -0.3 0.2
H -3.37434 -2.27265 1.59339 0.4 -0.2 -0.5
Br -6.18126 2.66527 0.39163 -0.1 0.2 0.5
C -4.39142 2.17369 0.42115 -0.8 -0.4 -0.9
C -3.65502 2.55177 -0.70458 0.6 -0.3 -0.2
C -2.40498 1.98297 -0.88133 0.3 1.4 1.1
N -1.86884 1.12652 0.03095 -0.5 -0.6 0.1
C -2.60777 0.76985 1.13129 0.7 0.4 -0.5
C -3.86942 1.28041 1.34996 -0.1 -0.5 0.8
H -4.07258 3.23742 -1.45095 0.2 -0.3 0.4
H -1.69338 2.44659 -1.58614 -0.9 -0.8 0.0
H -2.08046 0.09405 1.82878 -0.7 0.5 -0.4
H -4.44017 0.93240 2.23105 0.3 0.4 -0.7
```
Positions in Å, forces in eV/Å.

Net charge = +3
Relative energy (zero: lowest compared OMol25 entry of this formula, charge and spin) = 50.8 kcal/mol
DFT total energy = -4058.848928 Eh
HOMO = -17.0 eV

Q: relative energy (zero: lowest compared OMol25 entry of this formula, charge and spin) of number 2 (C8H14N2O)?
A: 35.7 kcal/mol

Q: Which value of relative energy (zero: lowest compared OMol25 entry of this formula, charge and spin) does entry 2 give?
A: 35.7 kcal/mol